Below is one molecule with the formula C5H6O2, with properties calculated with wB97M-V/def2-TZVPD.

Its multiplicity is 1. As for the structure (SMILES): C#CO/C=C\CO. The electronic energy is -344.4497 a.u. As for the HOMO energy: -9.18 eV. The calculation puts the strongest force on any atom at 0.7 eV Å⁻¹. Its gap between HOMO and LUMO is 10.061 eV.

Each line ends with the Löwdin charge.
Element x y z (Å)
C: 1.81819 -0.60547 1.23398  0.1383
C: 1.26743 0.42553 0.95265  -0.2631
O: 0.65484 1.54166 0.64824  0.0141
C: 0.15678 1.45870 -0.65739  -0.0937
C: -0.31295 0.31162 -1.13285  -0.0587
C: -1.03932 -0.75354 -0.33738  -0.2626
O: -1.47150 -0.34403 0.93784  -0.0565
H: 2.27259 -1.55503 1.39156  0.0388
H: 0.21742 2.41224 -1.16912  0.1254
H: -0.34207 0.19236 -2.20859  0.1089
H: -0.51921 -1.72041 -0.30310  0.1194
H: -1.96013 -0.89550 -0.91523  0.1226
H: -0.74206 -0.46813 1.55938  0.0670

=====

Below is one molecule with the formula C5H6O2, with properties calculated with wB97M-V/def2-TZVPD.

Its multiplicity is 1. The electronic energy is -344.4185 a.u. As for the HOMO energy (spin up / spin down): -8.91 / -8.91 eV. The calculation puts the strongest force on any atom at 1.7 eV Å⁻¹. Its gap between HOMO and LUMO (spin up / spin down) is 8.527 / 8.528 eV.

Each line ends with the Löwdin charge.
Element x y z (Å)
C: -0.81568 0.23658 0.96593  -0.0909
C: -0.38554 -1.03015 0.27111  0.0685
O: -1.14276 0.23480 -1.22786  -0.1274
C: -0.46621 1.01076 -0.29180  -0.4181
C: 0.95267 0.55874 -0.63005  -0.1462
O: 1.79016 0.09812 0.35961  0.0189
C: 0.98403 -0.96578 -0.14934  -0.1558
H: -1.89193 0.23177 1.11848  0.1228
H: -0.27674 0.47336 1.88797  0.1269
H: -0.94030 -1.96600 0.25105  0.1375
H: -0.66107 2.10168 -0.29842  0.1537
H: 1.34421 0.80951 -1.61740  0.1577
H: 1.49118 -1.80231 -0.63599  0.1524

=====

Below is one molecule with the formula C5H6O2, with properties calculated with wB97M-V/def2-TZVPD.

Its multiplicity is 1. As for the structure (SMILES): C#CC(=O)[C@@H](C)O. The electronic energy is -344.5225 a.u. As for the HOMO energy: -10.54 eV. The calculation puts the strongest force on any atom at 0.6 eV Å⁻¹. Its gap between HOMO and LUMO is 10.478 eV.

Each line ends with the Löwdin charge.
Element x y z (Å)
C: 2.85679 0.40927 0.22317  0.1645
C: 1.80144 -0.02673 -0.16134  -0.0199
C: 0.53878 -0.64378 -0.53763  -0.3693
O: 0.43123 -1.34753 -1.52245  0.1135
C: -0.65850 -0.39976 0.37356  -0.3912
C: -1.25556 0.98160 0.08636  -0.0270
O: -1.60675 -1.40980 0.16968  -0.0161
H: 3.80064 0.78196 0.55952  0.0423
H: -0.30702 -0.43553 1.41413  0.1527
H: -2.11161 1.13916 0.74799  0.0856
H: -1.60978 1.02163 -0.94894  0.0927
H: -0.52992 1.78564 0.25031  0.0831
H: -1.34975 -1.85614 -0.65435  0.0891

=====

Below is one molecule with the formula C5H6O2, with properties calculated with wB97M-V/def2-TZVPD.

Its multiplicity is 1. As for the structure (SMILES): O=CCC#CCO. The electronic energy is -344.4704 a.u. As for the HOMO energy: -9.93 eV. The calculation puts the strongest force on any atom at 0.6 eV Å⁻¹. Its gap between HOMO and LUMO is 10.460 eV.

Each line ends with the Löwdin charge.
Element x y z (Å)
O: -3.36593 -0.59275 -0.65351  0.0581
C: -2.33753 0.01745 -0.51650  -0.2566
C: -1.40557 -0.22566 0.65475  -0.1534
C: -0.27760 0.69906 0.78186  -0.0434
C: 0.90708 0.81333 0.57243  -0.0030
C: 2.06951 0.00801 0.14988  -0.2799
O: 2.75817 0.45713 -0.98195  -0.0496
H: -1.98142 0.75048 -1.27154  0.1277
H: -1.96226 -0.42569 1.57245  0.1245
H: -0.86142 -1.15735 0.38460  0.1365
H: 2.79163 -0.13937 0.95350  0.1219
H: 1.56782 -0.97139 -0.03288  0.1259
H: 2.09750 0.76674 -1.61309  0.0913

=====

Below is one molecule with the formula C5H6O2, with properties calculated with wB97M-V/def2-TZVPD.

Its multiplicity is 1. The electronic energy is -344.4356 a.u. As for the HOMO energy (spin up / spin down): -7.51 / -7.52 eV. The calculation puts the strongest force on any atom at 0.6 eV Å⁻¹. Its gap between HOMO and LUMO (spin up / spin down) is 7.096 / 7.100 eV.

Each line ends with the Löwdin charge.
Element x y z (Å)
O: -1.40652 -1.41260 1.13797  0.0900
C: -1.75548 -0.20573 0.80596  -0.1516
C: -1.30414 0.60940 -0.22390  -0.1789
C: -0.25044 0.86922 -1.09181  -0.0132
C: 1.19458 0.71950 -0.70867  -0.2247
C: 1.73696 -0.53991 -0.09214  -0.2103
O: 1.09429 -1.48775 0.31583  0.0338
H: -0.56183 -1.62492 0.66668  0.0815
H: -2.64636 0.12568 1.34302  0.1275
H: -2.24888 1.09594 -0.49652  0.0850
H: 1.44528 1.54308 -0.01443  0.1342
H: 1.85923 0.91396 -1.57058  0.1006
H: 2.84331 -0.60588 -0.07141  0.1261

=====

Below is one molecule with the formula C5H6O2, with properties calculated with wB97M-V/def2-TZVPD.

Its multiplicity is 1. As for the structure (SMILES): C#C[C@H](C=O)CO. The electronic energy is -344.4894 a.u. As for the HOMO energy: -9.98 eV. The calculation puts the strongest force on any atom at 1.1 eV Å⁻¹. Its gap between HOMO and LUMO is 10.725 eV.

Each line ends with the Löwdin charge.
Element x y z (Å)
C: -0.63542 2.23545 -0.45459  0.1372
C: -0.14939 1.15460 -0.65235  -0.1405
C: 0.41958 -0.20006 -0.61367  -0.2288
C: -0.82861 -1.02340 -0.93374  -0.2103
O: -1.89085 -0.63982 -0.51213  0.0631
C: 1.00086 -0.34935 0.84611  -0.2151
O: 0.29257 -1.21884 1.68554  -0.0456
H: -1.14429 3.16355 -0.34884  0.0324
H: 1.22222 -0.40107 -1.33993  0.1417
H: -0.78994 -1.87777 -1.63283  0.1307
H: 1.02456 0.67092 1.24779  0.1156
H: 2.03041 -0.71324 0.80745  0.1209
H: -0.55170 -0.80096 1.90119  0.0987

=====

Below is one molecule with the formula C5H6O2, with properties calculated with wB97M-V/def2-TZVPD.

Its multiplicity is 1. The electronic energy is -344.3753 a.u. As for the HOMO energy (spin up / spin down): -7.44 / -8.12 eV. The calculation puts the strongest force on any atom at 0.9 eV Å⁻¹. Its gap between HOMO and LUMO (spin up / spin down) is 7.703 / 8.834 eV.

Each line ends with the Löwdin charge.
Element x y z (Å)
C: -1.40340 -1.61559 -0.00344  -0.0436
C: -0.20173 -0.79026 0.27701  -0.1676
O: 0.68661 -0.69147 -0.63325  -0.0022
C: 1.87577 -0.05810 -0.57412  -0.1402
O: 1.91337 0.91812 0.45450  -0.0350
C: 0.95342 1.81723 0.38400  -0.2636
C: 0.02179 2.57898 0.33946  0.1264
H: -1.51183 -1.77362 -1.07951  0.0867
H: -2.29887 -1.10845 0.37207  0.0820
H: -1.35092 -2.59494 0.49100  0.0828
H: -0.02247 -0.31061 1.23394  0.1315
H: 2.11006 0.34021 -1.55862  0.1158
H: -0.77180 3.28850 0.29696  0.0269

=====

Below is one molecule with the formula C5H6O2, with properties calculated with wB97M-V/def2-TZVPD.

Its multiplicity is 1. As for the structure (SMILES): C#C[C@@H](C)OC=O. The electronic energy is -344.5329 a.u. As for the HOMO energy: -10.40 eV. The calculation puts the strongest force on any atom at 0.5 eV Å⁻¹. Its gap between HOMO and LUMO is 11.362 eV.

Each line ends with the Löwdin charge.
Element x y z (Å)
C: 0.84230 -2.34718 -0.82415  0.1375
C: 0.53497 -1.28792 -0.34343  -0.0659
C: 0.18211 0.02151 0.21730  -0.3679
C: 1.23473 1.08434 -0.07581  -0.0257
O: -1.05999 0.45606 -0.38421  -0.0077
C: -2.14205 0.45224 0.40665  -0.3291
O: -2.18150 0.12598 1.56363  0.0743
H: 1.10624 -3.29009 -1.25074  0.0315
H: 0.01028 -0.07387 1.29370  0.1404
H: 1.56527 1.02744 -1.11451  0.0881
H: 2.10111 0.94673 0.57543  0.0893
H: 0.81140 2.07415 0.10831  0.0874
H: -3.00488 0.81061 -0.17219  0.1477